{"formula": "C6H9N2", "method": "the ωB97M-V functional and the def2-TZVPD basis", "species": ["N", "C", "C", "C", "C", "C", "C", "N", "H", "H", "H", "H", "H", "H", "H", "H", "H"], "xyz": [[2.480110, 0.066405, 0.315351], [0.968295, -0.238587, -0.116630], [0.300693, 1.063444, -0.302381], [-1.012811, 1.165708, -0.463895], [-1.929775, 0.010421, -0.247454], [-1.324285, -1.210355, 0.599332], [-0.031420, -1.352778, -0.003356], [0.623696, -1.336219, -1.088431], [3.219524, -0.673271, 0.367024], [2.631567, 0.285560, 1.311373], [2.899463, 0.784931, -0.234596], [0.853230, 1.894071, -0.412432], [-1.374492, 2.088948, -0.672285], [-2.763480, 0.437487, 0.173830], [-2.333837, -0.248008, -1.311890], [-1.132024, -0.807212, 1.686092], [-2.074452, -1.930552, 0.400344]], "atomic_forces_ev_per_a": [[0.3410, -2.8268, 2.0156], [-0.6198, -0.0692, -0.3016], [-0.9300, -2.1997, -0.1797], [1.7361, -3.0146, 1.1996], [1.2290, -0.4835, -2.7684], [-1.1449, 2.7611, 1.1745], [3.1689, 1.5689, -0.6858], [0.2155, -0.1157, 0.4741], [-1.1035, -0.3676, -1.2613], [-1.0960, 0.9290, -0.1179], [-0.0443, 0.9390, -0.7487], [2.0886, 2.9412, -0.3594], [-1.4000, 2.5557, -0.7050], [-2.1484, 0.3913, 1.6935], [0.8630, -0.3455, 1.7930], [-0.9226, -1.2788, -1.9314], [-0.2326, -1.3851, 0.7088]], "nbo_charge": [-0.706, 0.105, -0.300, -0.091, -0.418, -0.484, 0.329, -0.241, 0.452, 0.443, 0.441, 0.205, 0.225, 0.247, 0.252, 0.263, 0.276], "lumo_energy_ev": -3.804, "total_charge": 1, "orbital_gap_ev": 9.36, "e_above_lowest_ev": 5.133, "smiles": "[NH3+][C@]12C=CCCC1=N2"}